A gas-phase ion, C4H5Cl2N4O2 (charge +1). Source: OMol25; level of theory: ωB97M-V/def2-TZVPD.

The geometry in XYZ format:
```
17
Properties=species:S:1:pos:R:3:forces:R:3:lowdin_charge:R:1
N 0.53818 -1.83828 -0.34514 -1.1 1.1 0.7 0.144
C 0.29275 -0.35741 -0.29994 0.4 -2.9 0.0 -0.500
C -1.10424 -0.14168 -0.86459 1.3 0.9 -1.8 -0.515
Cl -1.19302 -0.07080 -2.60851 0.1 -0.3 1.0 0.812
N -2.24174 -0.03869 -0.27027 0.4 -0.9 1.6 -0.325
O -3.32372 -0.07157 -0.76321 -1.4 0.6 -0.1 0.085
O -2.13694 -0.12650 1.17143 0.8 -0.2 -0.4 0.071
N 1.30386 0.21796 -1.09507 1.6 1.7 -1.3 0.143
C 2.04012 1.01195 -0.43244 -0.2 0.9 1.4 -0.015
C 1.47509 1.12853 0.98037 0.8 -0.3 -0.6 -0.567
Cl 1.95419 2.18668 2.22188 -0.5 -0.9 -0.9 0.875
N 0.58080 0.20435 1.03357 -0.4 0.8 0.2 0.180
H 0.23120 -2.18766 -1.24719 0.0 0.0 0.1 0.090
H 1.47557 -2.16695 -0.14952 0.2 0.5 0.0 0.102
H -2.76384 0.50617 1.53794 -0.6 0.2 -0.2 0.132
H 2.93025 1.62783 -0.64771 -0.6 -0.7 -0.7 0.146
H -0.05850 0.11606 1.77842 -1.0 -0.5 1.1 0.143
```
Forces are in eV/Å.

Values from the calculation:
HOMO-LUMO gap ... 7.17 eV
HOMO ... -13.179 eV
Charge ... +1
Strongest force on any atom ... 2.932 eV/Å
SMILES ... N[C@]1(/C(Cl)=[N+](/[O-])O)N=CC(Cl)=[NH+]1
E_tot ... -1444.88442 Ha

A molecular structure, C3H6N2S. Source: OMol25; level of theory: ωB97M-V/def2-TZVPD.

The geometry in XYZ format:
```
12
Properties=species:S:1:pos:R:3:forces:R:3:lowdin_charge:R:1
C 0.53582 1.58040 -0.02924 0.9 -1.4 0.9 -0.056
C 1.03361 -0.87164 -0.09151 5.1 -1.1 -1.0 -0.715
C -1.75385 -1.02265 0.10471 1.5 0.0 1.7 -0.064
H 1.33776 1.73033 -0.83143 -1.6 -0.2 0.6 0.090
H -0.44870 2.12068 -0.02570 1.2 -0.6 -0.5 0.094
H 1.04956 1.77674 0.89398 0.3 0.9 0.4 0.056
H 0.40307 -1.66585 -0.49305 1.3 -0.8 0.3 0.068
H -2.69360 -1.39942 -0.30780 0.3 0.2 0.1 0.057
H -1.40436 -1.51771 1.30078 -1.0 1.7 -3.9 0.181
N 0.25722 0.09767 0.18931 -5.1 3.7 -2.6 -0.246
N -1.05709 -0.18682 -0.60921 -0.6 -1.4 3.8 0.019
S 2.74058 -0.64173 -0.10083 -2.2 -0.9 0.1 0.516
```
Forces are in eV/Å.

Values from the calculation:
HOMO-LUMO gap ... 8.56 eV
HOMO ... -8.365 eV
Charge ... 0
Strongest force on any atom ... 6.852 eV/Å
E_tot ... -625.46659 Ha